No. 1
CH4N4 as an isolated structure in a non-equilibrium geometry, computed with ωB97M-V/def2-TZVPD.

HOMO energy (spin up / spin down): -0.3762 / -0.3702 Eh
charge: 0
2S+1: 1
energy relative to the best compared isomer or geometry (same formula, charge and spin): 177.82 kcal per mole
Kohn-Sham gap (spin up / spin down): 8.672 / 9.663 eV

Last column: Löwdin charge in e.
Positions of all 9 atoms, in Å:
C1 -0.42307 -0.76827 0.95399  -0.2373
N1 0.46386 -0.57576 1.92055  0.0722
N2 1.03328 0.46181 1.09615  -0.0869
N3 -0.13616 0.42506 0.35782  0.0407
N4 -0.13519 0.36115 -2.64399  0.0757
H1 -1.30446 -1.41907 1.10574  0.1101
H2 1.30347 1.32427 1.63645  0.1370
H3 -0.42589 -0.65053 -2.62561  -0.0143
H4 -0.37585 0.84133 -1.80110  -0.0971

Forces on the atoms, in the same order (eV/Å):
C -0.81 0.05 1.71
N 0.71 -0.48 0.27
N 1.22 0.29 1.19
N -0.87 0.45 -1.00
N 0.41 -1.22 -1.59
H 0.66 0.50 -1.06
H -0.87 -0.81 -0.95
H 0.10 1.31 0.49
H -0.55 -0.09 0.94



No. 2
The molecule C6H11NO2 in a non-equilibrium geometry, computed with ωB97M-V/def2-TZVPD.

HOMO energy (spin up / spin down): -0.2703 / -0.2703 Eh
charge: 0
2S+1: 1
energy relative to the best compared isomer or geometry (same formula, charge and spin): 131.75 kcal per mole
Kohn-Sham gap (spin up / spin down): 7.813 / 7.812 eV

Last column: Löwdin charge in e.
Positions of all 20 atoms, in Å:
C1 -1.90865 0.32043 0.00972  -0.0449
C2 0.40862 2.05956 -0.87028  -0.0586
C3 1.99524 0.21223 -0.12758  -0.0636
C4 -0.28725 -1.63812 -0.63003  -0.0329
C5 -0.46262 -0.09139 0.08874  -0.3700
N1 -0.57193 -2.18899 1.47295  -0.0437
C6 0.58378 0.70609 -0.24460  -0.3198
O1 -0.27021 -0.86901 1.63475  -0.1627
O2 0.47605 -2.12260 -1.34791  0.1530
H1 0.20616 -2.80450 1.69097  0.1130
H2 -1.51006 -2.43069 1.77346  0.1077
H3 -2.20184 0.70376 -0.97106  0.0851
H4 -2.57036 -0.51941 0.20834  0.0741
H5 -2.12572 1.09704 0.74276  0.0941
H6 1.04014 2.20300 -1.75374  0.0799
H7 0.67989 2.85264 -0.16455  0.0835
H8 -0.60896 2.26641 -1.20131  0.0639
H9 2.09838 -0.62323 0.56774  0.0743
H10 2.65879 1.00685 0.22299  0.0820
H11 2.37055 -0.14009 -1.10136  0.0855

Forces on the atoms, in the same order (eV/Å):
C -0.06 0.09 -0.06
C -0.13 0.24 -0.09
C 0.02 -0.14 0.06
C 0.55 -0.64 -0.46
C 0.20 0.63 0.85
N 0.12 0.32 -0.20
C -0.15 -0.25 0.05
O -0.29 -0.27 -1.42
O -0.55 0.33 0.51
H -0.46 0.11 0.27
H 0.44 -0.15 0.22
H 0.23 -0.02 -0.05
H 0.08 -0.14 0.13
H 0.08 -0.03 0.04
H 0.11 -0.17 0.09
H 0.03 -0.01 -0.01
H -0.06 -0.09 0.13
H -0.12 0.10 0.00
H -0.01 0.00 -0.09
H -0.03 0.12 0.03



No. 3
C30H33HgN3O2S3Se2 as an isolated structure, computed with ωB97M-V/def2-TZVPD.

HOMO energy (spin up / spin down): -0.1248 / -0.1375 Eh
charge: -1
2S+1: 2
Kohn-Sham gap (spin up / spin down): 5.694 / 5.957 eV
expectation value of S²: 0.754

Last column: Mulliken spin population.
Positions of all 74 atoms, in Å:
Hg1 -2.27265 0.30054 1.27350  0.0005
S1 0.10367 0.41988 2.30809  0.1664
C1 1.02005 -0.90990 1.73631  0.2340
N1 2.37990 -0.94150 2.03730  0.1116
C2 3.20103 -1.89219 1.31994  0.0162
C3 2.55180 -3.24531 1.42210  0.0033
N2 1.21921 -3.15591 0.87467  0.1090
C4 0.73128 -4.36634 0.24225  -0.0147
C5 1.41175 -4.61716 -1.08362  0.0071
C6 2.15503 -5.76790 -1.31107  0.0004
C7 2.79140 -5.97395 -2.53018  0.0003
C8 2.69098 -5.02168 -3.53148  0.0003
C9 1.95132 -3.86476 -3.31000  -0.0016
C10 1.31664 -3.66230 -2.09570  -0.0056
C11 0.46551 -2.00265 1.00462  0.2016
S2 -1.07568 -1.96353 0.27199  0.1649
C12 3.10072 0.23626 2.49629  -0.0173
C13 3.79874 0.94448 1.35401  -0.0166
C14 3.04710 1.50647 0.32088  0.0369
C15 3.67842 2.10980 -0.75578  -0.0060
C16 5.06645 2.17128 -0.80947  0.0013
C17 5.81941 1.62186 0.21553  0.0006
C18 5.18465 1.00620 1.28793  0.0023
H1 4.19696 -1.90314 1.76674  0.0013
H2 3.30840 -1.61603 0.26159  -0.0065
H3 2.52971 -3.57607 2.46939  0.0017
H4 3.11907 -3.97719 0.84242  -0.0025
H5 -0.34325 -4.26536 0.10469  0.0028
H6 0.90890 -5.21332 0.91473  -0.0017
H7 2.23552 -6.51217 -0.52584  -0.0002
H8 3.36913 -6.87557 -2.69257  -0.0004
H9 3.18697 -5.17643 -4.48154  0.0001
H10 1.86894 -3.11781 -4.08972  -0.0002
H11 0.73529 -2.76491 -1.91450  0.0073
H12 3.83368 -0.07275 3.24780  0.0008
H13 2.38537 0.90244 2.97277  -0.0036
H14 1.96413 1.45858 0.36650  -0.0046
H15 3.08466 2.53437 -1.55561  0.0001
H16 5.55662 2.64579 -1.65071  0.0002
H17 6.90125 1.66226 0.17863  -0.0003
H18 5.77467 0.56504 2.08465  0.0009
O1 -7.18702 2.30505 3.55995  0.0000
C19 -7.33859 1.97078 2.18153  0.0001
C20 -6.00744 1.47082 1.58805  -0.0006
C21 -6.36933 1.18658 0.11771  0.0001
O2 -5.35857 0.70503 -0.72807  0.0001
C22 -5.03067 2.65792 1.71671  0.0007
Se1 -3.25131 2.67899 0.84333  0.0129
C23 -5.60450 0.25364 2.44637  -0.0006
Se2 -4.35514 -1.14667 1.84309  0.0050
H19 -8.03762 2.60835 3.88685  0.0000
H20 -7.67610 2.85118 1.62010  0.0000
H21 -8.09044 1.17934 2.06769  -0.0001
H22 -6.78050 2.12690 -0.28835  0.0000
H23 -7.17485 0.44511 0.08802  0.0000
H24 -4.57137 1.25925 -0.59538  -0.0002
H25 -4.88325 2.86606 2.77398  0.0000
H26 -5.51308 3.53623 1.27872  0.0002
H27 -6.51183 -0.30797 2.68294  0.0006
H28 -5.22949 0.63640 3.39319  -0.0001
S3 1.04456 5.03647 -0.61317  -0.0008
C24 -0.04574 3.97333 0.23890  0.0053
N3 -0.38063 2.89576 -0.36355  -0.0123
C25 0.22784 2.82228 -1.60456  -0.0001
C26 0.07659 1.76586 -2.50331  -0.0085
C27 0.73720 1.82810 -3.71187  0.0011
C28 1.54702 2.92493 -4.03617  0.0002
C29 1.71188 3.97511 -3.15467  -0.0001
C30 1.04646 3.91365 -1.93181  0.0005
H29 -0.42029 4.23857 1.21846  0.0013
H30 -0.55171 0.92701 -2.23078  0.0051
H31 0.62990 1.01867 -4.42231  -0.0001
H32 2.05328 2.94941 -4.99282  0.0000
H33 2.34195 4.81847 -3.40636  0.0000

Forces on the atoms, in the same order (eV/Å):
Hg -0.42 -0.17 0.32
S 0.07 0.10 0.04
C 0.07 0.12 -0.02
N -0.02 -0.06 0.09
C -0.02 0.00 0.00
C -0.04 0.02 0.04
N -0.04 0.02 -0.04
C 0.01 0.03 -0.02
C 0.00 -0.01 -0.01
C -0.03 0.00 -0.01
C 0.00 0.00 0.00
C 0.00 -0.01 0.00
C 0.00 0.00 0.01
C 0.02 0.01 0.01
C -0.03 -0.16 -0.08
S 0.05 0.12 -0.16
C -0.07 0.09 -0.11
C -0.02 0.06 0.04
C 0.03 -0.04 -0.01
C 0.00 -0.03 0.00
C -0.01 0.01 0.00
C 0.02 -0.01 0.01
C 0.00 0.02 0.02
H -0.02 0.00 0.02
H 0.03 0.00 0.01
H 0.01 -0.01 0.00
H -0.01 0.00 -0.02
H 0.00 -0.01 0.00
H 0.02 0.01 0.01
H 0.00 0.00 0.00
H 0.00 0.00 0.00
H 0.00 0.00 0.00
H 0.00 0.00 0.00
H 0.00 0.00 0.00
H 0.03 -0.04 -0.04
H 0.03 -0.02 0.03
H -0.01 0.00 0.00
H 0.09 -0.08 0.04
H 0.00 0.00 -0.01
H 0.00 0.00 0.00
H 0.00 0.00 0.00
O -0.01 0.01 0.01
C -0.02 0.03 -0.03
C 0.15 0.09 0.00
C -0.02 -0.01 0.03
O 0.00 0.06 -0.05
C 0.00 -0.12 0.01
Se 0.05 0.00 -0.14
C -0.02 0.01 -0.03
Se 0.10 0.03 0.06
H 0.02 -0.01 -0.01
H 0.00 0.00 -0.01
H 0.00 0.00 0.00
H -0.04 -0.02 0.00
H 0.03 -0.04 0.01
H 0.02 -0.01 0.02
H 0.03 -0.02 0.00
H -0.02 0.01 0.03
H -0.01 0.00 -0.02
H -0.01 -0.01 0.01
S 0.00 0.00 -0.03
C -0.02 -0.02 0.02
N 0.11 -0.07 -0.06
C 0.02 0.08 0.01
C -0.01 -0.03 0.01
C 0.02 -0.03 0.00
C 0.02 0.01 0.00
C -0.04 0.04 -0.03
C -0.11 0.06 -0.03
H 0.00 0.00 0.01
H 0.00 0.00 0.01
H 0.00 0.00 0.00
H 0.00 0.00 0.00
H 0.00 0.00 0.00



No. 4
C25H29N3P2Tl as an isolated structure in a non-equilibrium geometry, computed with ωB97M-V/def2-TZVPD.

HOMO energy: -0.3687 Eh
charge: +1
2S+1: 1
energy relative to the best compared isomer or geometry (same formula, charge and spin): 0.00 kcal per mole
Kohn-Sham gap: 6.313 eV

Last column: Löwdin charge in e.
Positions of all 60 atoms, in Å:
C1 -1.49665 3.37397 -2.69999  -0.0270
C2 -1.30438 2.01469 -2.48180  -0.2249
C3 -0.02600 1.44713 -2.77765  -0.2010
C4 1.06243 2.28976 -3.20229  -0.1421
C5 0.82308 3.67401 -3.38881  -0.0078
C6 -0.44814 4.21129 -3.15243  -0.0368
C7 2.33872 1.72413 -3.29703  0.0727
C8 2.55820 0.36073 -3.08214  -0.1510
C9 1.43668 -0.44874 -2.68429  -0.2436
C10 1.63199 -1.80696 -2.28056  -0.2442
C11 2.90795 -2.35295 -2.34954  -0.0241
C12 4.01964 -1.58811 -2.77856  -0.0361
C13 3.84508 -0.23936 -3.12654  -0.0042
H1 -2.47901 3.79296 -2.52059  0.1181
H2 1.66534 4.26464 -3.74417  0.1193
H3 -0.64953 5.26989 -3.29801  0.1115
H4 3.18503 2.35547 -3.57403  0.1385
H5 3.04442 -3.39602 -2.08194  0.1204
H6 5.00265 -2.05806 -2.82169  0.1127
H7 4.66098 0.39687 -3.46569  0.1191
N1 0.22997 0.14800 -2.45935  0.0472
Tl1 0.71375 0.28493 0.10574  0.6129
C14 -2.40669 1.16928 -1.86948  -0.2931
H8 -2.34502 0.16135 -2.29153  0.0833
H9 -3.39584 1.61170 -2.07802  0.1036
C15 0.47723 -2.61802 -1.72776  -0.2851
H10 -0.43680 -2.33654 -2.26126  0.0901
H11 0.68427 -3.69481 -1.84216  0.1030
P1 -2.14631 0.94528 -0.03866  0.7956
P2 0.15464 -2.24448 0.05422  0.6700
C16 1.46870 -3.17190 0.86935  -0.2572
H12 1.29569 -3.09413 1.95218  0.0369
H13 1.40181 -4.22565 0.55684  0.0611
H14 2.45650 -2.77817 0.60370  0.0491
C17 -1.35467 -3.15241 0.40391  -0.2595
H15 -1.19607 -4.21598 0.16411  0.0576
H16 -1.56275 -3.05040 1.48278  0.0455
H17 -2.21703 -2.78140 -0.16969  0.0389
C18 -2.54917 2.63454 0.52247  -0.2711
H18 -3.50375 3.00106 0.10388  0.0615
H19 -2.63088 2.60134 1.61831  0.0482
H20 -1.75458 3.32247 0.22067  0.0412
C19 -3.66753 0.05432 0.43641  -0.2705
H21 -3.68898 0.01273 1.53985  0.0363
H22 -4.56139 0.60275 0.08264  0.0598
H23 -3.69624 -0.97603 0.03784  0.0366
H24 1.85140 2.12984 0.67785  -0.0327
H25 1.20871 2.15389 1.06210  -0.0573
N2 0.00843 0.54458 8.42365  0.1676
C20 -0.03055 0.09905 7.32414  -0.1284
C21 -0.05403 -0.40454 5.92864  -0.2119
C22 -1.24745 -0.51696 5.24451  -0.0012
C23 -1.21265 -0.75451 3.85591  -0.1049
N3 -0.05979 -0.82803 3.17524  0.0286
C24 1.07222 -0.76644 3.85017  -0.1443
C25 1.13926 -0.51007 5.22276  0.0040
H26 -2.17395 -0.36948 5.76556  0.1193
H27 -2.11361 -0.96043 3.26195  0.1036
H28 1.99518 -0.97679 3.25633  0.1219
H29 2.06953 -0.33529 5.74197  0.1243

Forces on the atoms, in the same order (eV/Å):
C 0.43 -1.11 0.03
C -0.56 0.72 0.04
C 1.43 -0.85 0.60
C -0.35 -0.26 0.25
C -1.24 0.78 -0.01
C 1.50 -0.53 -0.35
C -0.11 -0.12 -0.43
C -0.34 -0.50 0.25
C -0.53 1.56 0.36
C 0.57 -0.66 0.08
C -0.89 0.63 -0.14
C -0.06 1.70 -0.47
C 0.39 -1.40 0.11
H 0.03 0.06 0.05
H -0.32 0.18 0.13
H 0.16 -0.21 -0.03
H -0.19 -0.09 0.11
H 0.03 0.09 0.03
H -0.26 0.24 -0.03
H 0.06 -0.35 0.15
N -0.44 -0.45 -0.85
Tl -0.24 -0.69 -0.29
C 0.51 -0.16 -0.30
H -0.20 0.09 -0.07
H 0.34 -0.20 0.18
C 0.11 0.06 -0.25
H 0.07 -0.23 0.01
H -0.18 0.32 -0.06
P -0.34 0.35 -0.71
P -0.41 -0.72 -0.72
C -0.12 -0.53 0.28
H 0.26 -0.11 -0.26
H 0.16 0.22 0.22
H -0.22 -0.01 0.12
C -0.32 -0.87 0.30
H -0.29 0.19 0.15
H -0.03 -0.10 -0.42
H 0.40 -0.03 0.17
C -0.24 0.07 0.30
H 0.33 -0.25 0.16
H 0.08 0.27 -0.26
H -0.07 -0.07 0.19
C -0.37 -0.16 0.19
H -0.13 -0.08 -0.44
H 0.38 -0.27 0.18
H 0.08 0.51 0.20
H 0.00 1.36 0.92
H 1.06 1.54 0.42
N -0.16 -1.67 -4.09
C 0.11 0.90 2.87
C 0.44 1.36 0.78
C -0.43 -0.27 -1.08
C 0.30 -0.07 0.55
N -0.82 -0.55 -0.15
C 1.26 -0.08 0.22
C -0.03 -0.14 -0.19
H -0.33 -0.14 0.05
H 0.26 0.44 0.43
H -0.71 0.53 0.62
H 0.16 -0.23 -0.14



What total energy values result from the calculations? In sequence: -259.27653, -440.27729, -7628.67297, -1989.24196 hartree.